# 1
Here is a structure of composition C55H69GeN3O7PPbSeTe from the Open Molecules 2025 dataset. Energies are from the ωB97M-V functional and the def2-TZVPD basis.

The calculation puts the HOMO-LUMO gap at 5.7 eV. The value obtained for the energy above the lowest of the compared OMol25 structures with the same formula, charge and spin is 134.35 kJ/mol. For the LUMO energy, the calculation gives 0.8 eV. The HOMO energy comes out at -4.96 eV.

Structure (ORCA input):
```
! wB97M-V def2-TZVPD RIJCOSX def2/J DEFGRID3
* xyz -1 1
C -7.1968 3.2774 -3.0621
H -2.3965 5.8063 1.4218
C 1.0300 -6.8429 -5.6919
N -1.6711 1.1661 -4.6637
H -8.8099 4.6772 -3.2887
O -0.5661 2.8047 0.3697
C -3.2094 4.0279 -3.8991
O -4.2760 3.0478 -3.9293
P -4.7577 2.3292 -2.5827
H -7.7852 2.3571 -3.1111
C 0.8048 -2.7308 -3.6998
C -0.4232 4.1224 2.3673
H 0.9065 -8.9870 -5.7223
C -0.5839 2.8775 1.6644
H 0.8933 4.6377 6.1337
C 4.2436 0.8125 -0.5156
O 1.3550 0.0374 -0.3497
H -1.6485 5.0939 6.0530
C -3.7908 5.4268 -3.9348
C -0.6395 2.9973 4.5431
H -0.5200 -7.0689 -2.1740
C -0.9561 1.7884 6.7458
H -4.3880 5.6116 -3.0406
H -1.8934 1.3570 6.3907
H 4.1042 -3.7292 5.4718
Te -5.4915 0.2335 -3.6311
O -3.8171 2.3330 -1.4694
C 4.2736 -1.0256 5.1385
H -2.3635 -4.3290 -1.4371
H -1.7296 4.7950 0.1335
H 0.6378 3.7863 7.6643
H 0.7450 -3.1534 2.2779
H 3.1565 -6.2141 0.5008
H 0.8379 6.5269 3.1118
H 5.1222 -1.0365 4.4540
H 1.4622 2.9768 6.3188
H -0.8310 -1.8857 -4.8050
H 3.0234 -0.3237 -5.7825
H 1.6614 -0.9658 5.9103
C -0.2616 5.4269 1.5834
C -2.3544 -1.6613 -2.2898
C 0.7884 -5.6887 -4.9577
H -1.0359 1.9322 7.8254
H 2.7524 -1.1757 -1.7136
C -0.0835 -6.9989 -3.1663
H -2.5967 3.8321 -4.7769
C 1.0056 -3.7672 1.4227
C 2.0199 -4.7084 1.5284
H -2.9826 6.1566 -3.9657
C -0.0498 6.6449 2.4868
H 1.4605 -6.7769 -6.6842
N -4.6554 0.3149 -7.4607
H 4.4552 -1.3849 -2.1568
Ge -0.1910 -4.0678 -2.6502
H 2.6451 -3.3601 -2.7923
H 0.8511 4.4752 -0.0146
C 1.7527 -0.4332 0.7898
H 4.5813 1.4080 0.3365
O -1.1904 -1.7575 -1.8290
H -4.4181 5.5526 -4.8186
H -1.8805 4.1747 7.5485
H -6.8137 3.4985 -4.0608
C 0.2249 -5.7397 -3.6840
H -0.1478 1.0798 6.5558
C 0.3472 -3.5880 0.2141
Se -0.9628 -0.0078 1.7008
C -0.6839 3.1312 6.0629
H 2.8837 -4.0656 4.2321
C 4.1476 -0.6731 -0.1257
C 3.7242 -1.5010 -1.3508
H 4.0568 -1.8408 -4.1216
N -3.9702 0.3038 -5.0655
C 0.6590 3.6692 6.5771
C -0.7577 1.7462 2.4918
C 2.3672 -5.4754 0.4244
C -8.0483 4.4225 -2.5523
C 5.5413 -1.1420 0.2985
H 1.2583 -2.6497 5.5116
C 3.1163 -0.8295 1.0040
H 2.5173 -2.2972 6.6982
H 0.5725 -0.3568 -6.1129
C -2.7371 0.7458 -4.7864
H 1.0425 -4.7247 -5.3852
H 4.9530 0.9428 -1.3376
C 0.9516 5.3342 0.6420
C 0.6875 -4.3473 -0.9049
H 3.2710 1.1788 -0.8293
C -0.4518 4.1336 3.7483
H 1.8701 5.2279 1.2239
C -2.9499 -2.9224 -2.9194
H -0.4207 -2.8297 0.1242
O -6.1040 3.0875 -2.1534
H -1.4221 6.5488 0.1320
H -0.9156 6.8290 3.1267
C -4.3327 0.3241 -6.3540
C 2.0726 -1.9656 5.7576
H 1.0295 6.2391 0.0319
C -1.8129 4.0958 6.4600
H -2.9463 -2.7641 -4.0036
C 0.7158 -8.0833 -5.1562
H -0.3171 5.0804 4.2551
H -2.6013 3.8769 -3.0061
C 0.2412 -1.8819 -4.6445
C 1.7031 -5.2954 -0.7820
Pb -0.7375 0.8103 -0.9504
H 4.5100 -1.6133 2.3965
H 6.2341 -1.0030 -0.5339
H 0.0982 7.5265 1.8593
H -3.9966 -2.9980 -2.6140
C 2.1873 -2.7025 -3.5242
H 4.6308 -1.3308 6.1258
C 0.1601 -8.1593 -3.8859
H -2.7666 3.7283 6.0771
H 1.9768 -5.9026 -1.6375
H 3.6590 -2.5563 -1.0896
H 5.5406 -2.2033 0.5578
H 0.5509 -1.1725 3.9116
C 3.6872 -3.3854 4.5211
H -8.5322 4.1490 -1.6153
C 2.9835 -1.8474 -4.2695
C 2.6054 -1.4566 3.3291
H 2.5443 -4.8375 2.4679
H -0.9374 0.8674 4.4131
O -3.0670 -0.6176 -2.3039
C 1.0320 -1.0187 -5.3897
H -0.0852 -9.1260 -3.4616
H -2.5247 -5.0479 -3.0440
H 5.9158 -0.5626 1.1456
H -7.4269 5.2997 -2.3740
C 3.1445 -1.9559 4.6646
H 4.4702 -3.4421 3.7641
C 2.4056 -0.9990 -5.2038
H 3.9066 0.0002 5.2030
C 1.2907 -1.0847 3.1258
C 3.4793 -1.3217 2.2414
C -0.7916 1.7971 3.8793
C -1.5377 5.6618 0.7615
C 0.8853 -0.5956 1.8917
C -2.1782 -4.1671 -2.5015
*
```


# 2
Here is a structure of composition C55H70AsAuP2Si from the Open Molecules 2025 dataset. Energies are from the ωB97M-V functional and the def2-TZVPD basis.

The calculation puts the HOMO-LUMO gap (alpha / beta) at 5.0 / 5.0 eV. For the LUMO energy (alpha / beta), the calculation gives -7.7 / -7.7 eV. The HOMO energy (alpha / beta) comes out at -12.70 / -12.70 eV.

Structure (ORCA input):
```
! wB97M-V def2-TZVPD RIJCOSX def2/J DEFGRID3
* xyz 2 1
C 0.0001 -3.5725 2.6562
H -2.0926 2.8162 4.3923
C -1.3033 0.9620 -2.4540
H -2.3863 -1.9735 -1.9404
C 0.9537 -6.1695 2.4538
H -2.2338 0.6075 0.7965
H 2.4767 3.6767 -1.4107
C -0.6399 -4.4934 1.8316
C 3.7985 -1.0401 -2.1000
C -0.2852 6.4379 -1.1868
C -5.1683 -2.7235 1.7964
C -1.3174 -2.0895 -2.0857
H -1.1667 -2.3638 -3.1247
C 0.1255 0.2758 6.3352
H 4.7046 -0.9192 -1.5276
P 2.5623 0.2446 0.0252
C -1.2308 4.3852 0.1220
H 2.7676 -2.1852 -5.1001
H 5.1766 -1.5884 0.2218
H 0.6309 -1.4378 -4.2107
H -1.1069 -3.2492 5.3370
H -2.8600 5.1843 1.2681
H 2.7516 -1.8130 0.9745
C 4.9048 2.8059 -2.4354
H -0.4029 4.4050 -1.8810
C 3.3678 -0.9368 1.2600
H -0.9842 -2.9298 -1.4822
H -1.5264 -4.2005 1.2795
C -3.4390 -2.4317 3.4415
H -4.5952 -2.3728 -0.2388
C -1.7438 2.1226 -1.8026
C 5.3312 -0.1685 3.3726
C -0.1693 -5.7900 1.7359
H -0.9388 7.1176 0.7643
C 1.4084 -0.7570 -2.3373
H 2.9504 -1.4481 3.2941
H 0.2622 0.6568 4.2267
H 0.4764 1.2579 6.6115
H 4.9547 1.9820 0.9153
H 1.5605 2.1985 -1.7249
C 2.5807 -0.5946 -1.5891
H -5.4328 -3.0538 3.8913
C -3.9884 2.1432 3.5805
C -2.4702 3.0740 -2.5221
C 4.5569 2.4383 0.0099
C -4.4461 1.4045 2.3138
H -2.2729 -1.7610 0.3419
H -2.8149 3.9748 -2.0457
C -2.3170 1.6624 1.1070
P -1.1664 2.5088 -0.1093
C 5.8118 -0.4825 1.9598
H 1.6145 -3.2569 4.0449
H 4.5715 3.5207 0.1652
H -3.3278 3.6335 -4.3925
H 3.0790 2.8756 -3.5851
H 1.9482 -0.1195 2.6793
H 1.3308 -7.1763 2.3642
C 1.5163 -1.3176 -3.6067
C -2.9774 -2.0439 1.1184
C 3.8699 -1.6311 -3.3469
H -6.1889 -2.9616 1.5456
C -2.5490 -2.0705 2.4401
C 4.8313 -1.3994 1.2366
H -4.6769 2.9614 3.7957
C 5.4381 2.1134 -1.1871
H 6.0304 0.5094 3.8632
H -0.8276 -2.6620 7.7124
C 3.4812 2.3395 -2.7239
H -3.4077 7.0561 0.0521
H -0.0706 -0.4047 8.3501
C -2.3091 1.7534 -4.5124
C -2.5732 2.7112 3.4170
H 2.4514 -5.5683 3.8597
C 2.9656 -0.5396 2.6846
H 5.9513 0.4419 1.4001
H 5.4615 1.0352 -1.3495
H -3.9645 3.0910 1.0963
C -0.6200 -1.9245 6.9518
H 0.7096 6.8635 -1.0758
C -1.2715 7.1507 -0.2737
C -0.7638 -2.2578 5.6163
C 2.7259 -1.7469 -4.1161
C -2.7628 2.8846 -3.8597
H -5.5298 1.4634 2.2320
H 5.2922 -1.0895 3.9596
C -1.6049 0.7982 -3.8020
C -4.2801 -2.3708 0.7937
H -2.8597 6.4134 -1.4881
C 1.1220 -3.9630 3.3837
C -0.4658 -1.3178 4.6343
H 6.7810 -0.9813 2.0025
H -3.4126 4.4860 -0.2471
C 3.0949 2.0470 -0.1974
C 3.9352 0.4464 3.3252
H 5.5426 2.5837 -3.2911
H 3.4935 1.2808 -2.9778
C -2.6147 5.0732 0.2086
H 6.4584 2.4420 -0.9834
H -1.2620 -0.0839 -4.3192
C -0.2424 4.9214 -0.9327
H 4.8344 -2.3653 1.7509
H 3.5925 0.6772 4.3357
H -0.5919 6.6145 -2.2176
H -2.4921 1.6168 -5.5663
C -2.6219 6.4701 -0.4242
H 4.9154 3.8869 -2.2843
C -0.0049 -0.0577 4.9992
Au 0.1628 -0.3284 0.7637
H -4.2550 1.6180 0.1612
C 2.5649 2.5947 -1.5288
C -0.1768 -0.6607 7.3089
H 0.7513 4.6384 -0.5839
As -0.6620 -1.7647 2.7535
H -1.3447 8.1973 -0.5687
H -2.6107 3.7046 2.9700
C -1.7476 1.7829 2.5343
H -0.6817 -6.5021 1.1047
C 1.5906 -5.2605 3.2857
C -4.7441 -2.7628 3.1144
H -4.1876 0.3439 2.3659
H -1.7677 0.7872 2.9984
C -3.8028 2.0177 1.0709
H 3.9501 1.3801 2.7563
H 4.8148 -1.9898 -3.7189
H 2.5130 2.5120 0.6158
H -0.7605 4.5136 1.1064
H -0.7041 2.1177 2.4992
H -3.1212 -2.4583 4.4771
H -4.0122 1.4605 4.4316
Si -0.3564 -0.4899 -1.6567
*
```


# 3
Here is a structure of composition C55H71CoGeN9PS2Sb from the Open Molecules 2025 dataset. Energies are from the ωB97M-V functional and the def2-TZVPD basis.

The calculation puts the HOMO-LUMO gap (alpha / beta) at 7.5 / 7.3 eV. The value obtained for the energy above the lowest of the compared OMol25 structures with the same formula, charge and spin is 0.00 kJ/mol. For the LUMO energy (alpha / beta), the calculation gives -0.1 / -0.2 eV. The HOMO energy (alpha / beta) comes out at -7.65 / -7.51 eV.

Structure (ORCA input):
```
! wB97M-V def2-TZVPD RIJCOSX def2/J DEFGRID3
* xyz 0 2
H -3.4620 6.3578 4.0426
H 5.9555 0.6320 -0.6107
C 1.4877 -4.1839 0.6174
N 0.1407 3.7075 -0.1670
H -0.9216 2.9144 3.9871
H -2.4867 0.0291 -5.2897
H -1.4263 5.1811 4.8153
C 0.8819 1.3707 3.1634
C -0.7345 3.0528 -3.3397
H -5.0036 5.2361 2.4698
H -1.9520 5.5494 -0.6753
H -0.4157 3.2773 -2.3228
C 2.7607 2.7791 3.8455
C -1.5099 -0.8666 4.1485
C -3.8644 0.8353 -2.6493
H 0.3448 1.2285 5.7851
C 2.5346 -3.6371 3.8705
H 3.3097 2.5329 2.9359
H -4.5907 -2.1097 -3.0645
H -4.5713 -0.7648 2.7128
H -0.7341 1.9040 -6.9896
H -4.5251 -1.4861 -5.5257
H 6.2612 -2.8111 4.3715
H 3.1001 0.0019 3.5231
H -1.9585 2.0881 -5.7435
H -1.8213 -2.2055 -2.5754
C 1.8346 -1.7512 -3.8493
H -0.5328 -0.4100 4.0862
C 0.1729 1.1207 2.2097
H 3.4781 2.9887 4.6413
C -3.2410 5.3615 3.6832
C -0.2955 -5.7168 0.0509
C -1.9870 -1.5848 0.3371
H 1.8234 1.9937 6.3823
N 1.2425 5.4944 -0.7959
C 5.9854 -1.2415 -1.6549
H 1.7710 -3.8731 -4.2875
H 1.0665 3.7326 -4.2621
N -0.2739 -0.8440 -2.9845
H -6.1340 -1.5045 -3.6443
C -0.4980 3.6935 -5.7687
C 5.4909 -0.3382 -0.7274
N -0.8900 2.8599 0.2413
H -2.4281 -1.5193 -4.4608
H 1.5117 0.2593 -3.0888
H 3.4425 -5.0779 0.7393
C 0.1369 -4.4435 0.4010
C -4.1037 4.7333 2.7991
C -5.0377 -0.1079 -2.3862
H 4.0003 0.0550 0.7484
H -5.9621 0.4766 -2.3853
Co -0.5715 0.9403 0.4461
N 2.0187 4.3652 -0.8909
C -0.1758 -3.2202 -3.5844
H -4.4965 2.9774 1.6416
C 0.6206 -6.7468 -0.0851
N -1.2729 1.1264 -1.1868
C -1.7285 -1.8995 5.0461
H -1.3844 5.8176 0.9718
C -3.8147 3.4558 2.3346
H -0.1447 4.9843 -4.0591
C 3.1801 -4.0368 5.0307
H -3.5635 1.3338 -1.7282
C -0.7345 -2.1884 -2.6164
H 5.7459 -3.1837 -2.5320
N -1.0114 -0.9461 0.5086
H 0.2862 3.9661 -6.4771
C 3.7667 -1.9164 -0.0824
H 3.7994 -3.7705 -1.1728
C -5.1006 -1.2199 -3.4433
C -2.9216 -0.5464 -4.4665
H 1.5701 -1.4704 -4.8743
H 3.5146 0.5645 5.1472
H -1.6324 2.8436 -0.4598
C -3.9916 -2.0963 4.2794
C 1.1892 -0.7604 -2.8910
C 4.3869 -0.6735 0.0443
H -1.3513 -5.8952 -0.1116
H 2.0902 -0.4538 4.8898
C 0.0997 5.0714 -0.3607
Sb 2.0657 -2.2037 1.2072
S 1.8409 1.6557 -0.5561
C -0.0044 3.9377 -4.3375
P -1.1832 0.4983 -2.6219
C -3.7696 -1.0661 3.3748
C -0.0976 1.3440 -5.0017
H -0.5955 -3.6528 0.5017
C 4.5222 -3.7359 5.2177
C -1.8120 3.4259 3.6478
H -4.9584 -2.5805 4.3155
H 0.6375 2.9501 5.4916
C -2.9706 -2.5167 5.1136
H -4.8752 0.1710 -5.0697
C -2.5291 -0.4366 3.2995
C -4.4130 -0.7572 -4.7206
C 1.8449 1.6180 4.2538
H 6.8420 -0.9841 -2.2638
H -0.5273 -4.2103 -3.2873
C 4.2713 -2.8095 -1.0241
H 2.6856 -7.3141 0.0703
H -0.3747 -2.4279 -1.6108
H 5.0280 -4.0456 6.1223
H 2.9605 4.4167 -1.2376
H 2.6356 -4.5832 5.7905
H -3.6128 0.8418 1.0700
H -4.1532 1.6152 -3.3674
C 2.3954 -5.2378 0.5104
H 0.9746 1.5228 -5.1592
H -0.9237 -2.2272 5.6920
S -3.2384 -2.5858 0.1568
C 5.3701 -2.4759 -1.8041
H 2.1771 3.6818 3.6568
C -0.8947 2.2218 -5.9576
C 4.5621 -2.6441 3.0737
Ge -2.3734 0.9925 1.9861
H 1.6930 -3.4745 -2.5753
H -1.8142 3.2594 -3.3922
H -0.5480 -3.0193 -4.5946
H -0.8876 6.9245 -0.3261
H 5.1182 -2.1068 2.3139
C 1.1121 1.9689 5.5551
C 1.9685 -6.5073 0.1532
H -3.1380 -3.3277 5.8097
H 2.9205 -1.6870 -3.7553
C 2.6874 0.3550 4.4667
N -2.7057 0.1026 -3.1643
C -1.1031 5.8888 -0.0803
C -2.0965 4.7021 4.1122
C 1.3800 3.2394 -0.5225
C 1.3478 -3.1682 -3.5687
H -1.3520 4.3392 -5.9836
H 0.2874 -7.7387 -0.3621
H -1.2328 3.1669 1.1534
N -0.4449 1.6396 -3.6055
H -4.9240 -0.5479 -1.3977
C 5.2121 -3.0426 4.2355
C -2.6660 2.7814 2.7514
H 1.4934 -1.0019 -1.8614
H 1.4861 -3.8830 3.7380
C 3.2174 -2.9369 2.8770
H -0.2621 0.2847 -5.1861
*
```


Going through the records in order, we get max |F| values of 0.99 1.59 2.24 eV/Å.
Going through the records in order, we get calculated total energy values of -220655.1530 -149145.2540 -203236.1143 eV.